(one)
The following is a DFT calculation (ωB97M-V/def2-TZVPD) of C4H6N2 in the gas phase.

```
12
C4H6N2 ωB97M-V/def2-TZVPD
C -1.747 -0.378 0.064
C -0.510 0.450 -0.502
C 0.481 1.275 0.075
N 1.584 0.459 0.205
C 1.268 -0.752 -0.328
N 0.107 -0.736 -0.870
H -2.147 0.159 0.904
H -1.449 -1.387 0.458
H -2.455 -0.606 -0.729
H 0.603 2.323 0.363
H 2.498 0.687 0.555
H 1.836 -1.655 -0.202
```

Results
Orbital gap (eV): 9.13
Structure (SMILES): Cc1c[nH]cn1
LUMO (eV): 0.90


(two)
The following is a DFT calculation (ωB97M-V/def2-TZVPD) of C4H6N2 in the gas phase.

```
12
C4H6N2 ωB97M-V/def2-TZVPD
N 2.763 0.896 -0.571
C 1.719 0.248 -0.720
C 0.771 -0.649 -0.640
N -0.358 -0.473 0.193
C -1.621 -0.425 -0.521
C -1.043 0.803 0.075
H 3.040 0.069 0.035
H 0.935 -1.624 -1.081
H -2.437 -0.947 -0.032
H -1.573 -0.520 -1.605
H -0.623 1.542 -0.610
H -1.439 1.204 1.003
```

Results
Orbital gap (eV): 9.14
Structure (SMILES): N=C=CN1CC1
LUMO (eV): 0.92


(three)
The following is a DFT calculation (ωB97M-V/def2-TZVPD) of C4H6N2 in the gas phase.

```
12
C4H6N2 ωB97M-V/def2-TZVPD
C 0.112 -0.975 -0.973
N -0.062 0.267 -0.197
C -0.616 1.308 -0.765
C 0.502 0.361 1.052
C 0.291 -0.616 2.041
N 0.107 -1.364 2.916
H 0.045 -1.825 -0.291
H 1.104 -0.958 -1.434
H -0.670 -1.047 -1.735
H -0.886 2.141 -0.127
H -0.735 1.355 -1.840
H 0.807 1.353 1.353
```

Results
Orbital gap (eV): 7.63
LUMO (eV): -0.04


(four)
The following is a DFT calculation (ωB97M-V/def2-TZVPD) of C4H6N2 in the gas phase.

```
12
C4H6N2 ωB97M-V/def2-TZVPD
C -0.819 -1.400 1.365
C -0.047 -0.419 0.494
N 0.421 0.828 0.761
C 0.614 1.434 -0.420
C 0.349 0.614 -1.441
N -0.179 -0.557 -0.863
H -1.248 -0.705 2.191
H -0.050 -2.189 1.850
H -1.672 -2.064 0.828
H 1.041 2.401 -0.417
H 0.190 0.775 -2.500
H -0.536 -1.489 -1.219
```

Results
Orbital gap (eV): 9.41
Structure (SMILES): Cc1ncc[nH]1
LUMO (eV): 0.83


Of them, the most stable is (four) and the least stable is (two).


(one)
The following is a DFT calculation (ωB97M-V/def2-TZVPD) of C4H6N2 in the gas phase.

```
12
C4H6N2 ωB97M-V/def2-TZVPD
N 0.399 1.285 -0.633
C 1.176 0.372 -0.892
C 0.966 -0.983 -0.259
C -0.214 -1.085 0.670
C -0.404 2.259 -0.475
N -1.097 -1.982 0.506
H 0.852 -1.721 -1.060
H 1.892 -1.243 0.270
H -0.258 -0.329 1.468
H -1.262 2.346 -1.132
H -0.229 2.982 0.315
H -1.822 -1.901 1.222
```

Results
Orbital gap (eV): 9.08
LUMO (eV): 0.93


(two)
The following is a DFT calculation (ωB97M-V/def2-TZVPD) of C4H6N2 in the gas phase.

```
12
C4H6N2 ωB97M-V/def2-TZVPD
C -1.907 -0.749 -0.182
N -0.658 -0.063 0.034
C 0.419 -0.663 -0.280
C 1.708 0.005 -0.133
N 1.684 1.226 0.268
C 1.300 2.356 0.482
H -1.795 -1.764 -0.597
H -2.455 -0.810 0.765
H -2.520 -0.154 -0.869
H 0.437 -1.690 -0.675
H 2.655 -0.479 -0.340
H 1.141 2.712 1.500
```

Results
Orbital gap (alpha / beta) (eV): 8.51 / 8.51
LUMO (alpha / beta) (eV): 0.49 / 0.49


(three)
The following is a DFT calculation (ωB97M-V/def2-TZVPD) of C4H6N2 in the gas phase.

```
12
C4H6N2 ωB97M-V/def2-TZVPD
C -1.275 0.685 1.558
C -0.289 0.200 0.549
C 0.869 0.742 0.073
N 1.344 0.052 -1.014
C 0.473 -0.894 -1.220
N -0.543 -0.843 -0.322
H -2.291 0.423 1.266
H -1.071 0.278 2.551
H -1.233 1.770 1.644
H 1.422 1.568 0.489
H 0.471 -1.676 -1.963
H -1.293 -1.506 -0.252
```

Results
Orbital gap (eV): 9.44
Structure (SMILES): Cc1cnc[nH]1
LUMO (eV): 0.88


(four)
The following is a DFT calculation (ωB97M-V/def2-TZVPD) of C4H6N2 in the gas phase.

```
12
C4H6N2 ωB97M-V/def2-TZVPD
C 1.309 0.725 0.013
C 0.016 1.032 0.043
C -2.131 -0.135 0.015
C 1.389 -0.803 0.013
N 0.048 -1.322 0.051
N -0.794 -0.200 0.086
H 2.130 1.480 0.066
H -0.360 2.060 0.187
H -2.696 -1.000 -0.221
H -2.639 0.723 -0.087
H 1.700 -1.277 -0.909
H 2.026 -1.283 0.743
```

Results
Orbital gap (alpha / beta) (eV): 8.03 / 8.02
LUMO (alpha / beta) (eV): 0.75 / 0.75


Of them, the most stable is (three) and the least stable is (four).


(one)
The following is a DFT calculation (ωB97M-V/def2-TZVPD) of a molecular structure, C4H6N2.

```
12
C4H6N2 ωB97M-V/def2-TZVPD
N 1.712 0.523 -0.726
C 2.590 -0.274 -0.580
C 0.592 -0.218 0.580
C -0.454 0.876 0.517
C -1.149 -0.067 -0.495
N -0.271 -1.121 0.021
H 1.210 -0.504 1.436
H -1.002 0.993 1.450
H -0.080 1.823 0.145
H -0.927 0.185 -1.535
H -2.216 -0.247 -0.355
H -0.008 -1.970 -0.458
```

Results
Orbital gap (eV): 10.94
LUMO (eV): 0.90


(two)
The following is a DFT calculation (ωB97M-V/def2-TZVPD) of C4H6N2 in the gas phase.

```
12
C4H6N2 ωB97M-V/def2-TZVPD
C -1.619 -0.417 -0.154
C -0.143 -0.273 0.195
C 0.936 -0.979 -0.603
N 1.904 -0.092 -0.520
N 1.652 1.175 0.078
C 0.433 1.089 0.453
H -1.906 0.156 -1.040
H -1.850 -1.469 -0.338
H -2.233 -0.074 0.686
H 0.020 -0.821 1.146
H 2.854 -0.227 -0.842
H -0.047 1.931 0.941
```

Results
Orbital gap (eV): 9.61
LUMO (eV): 0.77


Of them, the most stable is (two) and the least stable is (one).


(one)
The following is a DFT calculation (ωB97M-V/def2-TZVPD) of C4H4N2OS in the gas phase.

```
12
C4H4N2OS ωB97M-V/def2-TZVPD
N -1.862 -1.587 -0.010
C -1.126 -0.458 0.020
N -1.455 0.837 -0.123
C -0.243 1.500 -0.099
C 0.762 0.564 0.095
C 2.182 0.554 0.124
S 3.196 -0.737 -0.098
O 0.225 -0.711 0.324
H -2.797 -1.719 -0.244
H -1.077 -2.377 -0.232
H -0.268 2.564 0.058
H 2.464 1.568 0.185
```

Results
Orbital gap (eV): 7.59
Structure (SMILES): Nc1ncc(C=S)o1
LUMO (eV): -0.73


(two)
The following is a DFT calculation (ωB97M-V/def2-TZVPD) of C4H4N2OS in the gas phase.

```
12
C4H4N2OS ωB97M-V/def2-TZVPD
C 1.317 -0.152 -0.269
C 0.549 -0.515 0.731
C 1.130 0.955 -1.194
C -0.850 -0.157 0.567
N -0.016 1.257 -1.548
N -1.847 -0.642 1.301
O -2.393 -0.398 -1.148
S -1.515 0.655 -0.696
H 2.423 -0.526 -0.282
H 0.721 -0.992 1.697
H 1.879 1.650 -1.215
H -1.399 -1.135 2.056
```

Results
Orbital gap (eV): 8.50
LUMO (eV): -1.02


Of them, the most stable is (one) and the least stable is (two).


(one)
The following is a DFT calculation (ωB97M-V/def2-TZVPD) of a molecular structure, C4H4N2OS.

```
12
C4H4N2OS ωB97M-V/def2-TZVPD
C -1.945 0.085 -0.211
C 0.207 0.403 0.047
C 1.583 -1.246 0.173
C 1.479 1.195 -0.013
H -2.114 -0.102 1.080
H -1.983 -1.202 -0.627
H -2.922 0.510 -0.761
H 2.053 -2.165 0.361
N -0.929 1.005 -0.356
N 0.366 -0.929 0.343
O 1.464 2.380 0.317
S 2.742 0.066 -0.353
```

Results
Orbital gap (eV): 8.57
LUMO (eV): -1.25


(two)
The following is a DFT calculation (ωB97M-V/def2-TZVPD) of 2 unconnected molecules or ions with the total composition C4H4N2OS.

```
12
C4H4N2OS ωB97M-V/def2-TZVPD
O 0.101 1.946 0.816
C 0.709 1.230 0.209
N 1.371 0.568 -0.575
C 2.407 -0.143 -0.987
S 3.696 -0.302 -0.039
H 2.413 -0.255 -2.135
C -0.956 -1.186 1.417
C -1.499 -0.434 0.651
N -2.169 0.291 -0.372
H -0.732 -1.665 2.322
H -2.209 -0.265 -1.247
H -3.134 0.214 -0.059
```

Results
Orbital gap (eV): 8.51
Structure (SMILES): O=C=NC=S.C#CN
LUMO (eV): -0.39


(three)
The following is a DFT calculation (ωB97M-V/def2-TZVPD) of C4H4N2OS in the gas phase.

```
12
C4H4N2OS ωB97M-V/def2-TZVPD
S 2.443 -0.921 -0.027
N 1.998 0.728 0.014
C 0.762 1.042 0.004
C -0.442 0.184 -0.006
C -1.770 0.691 -0.031
N -2.658 -0.261 -0.010
O -1.938 -1.434 0.017
C -0.626 -1.170 0.002
H 3.746 -0.666 0.083
H 0.574 2.110 0.056
H -2.089 1.729 -0.086
H 0.001 -2.031 -0.017
```

Results
Orbital gap (eV): 9.64
Structure (SMILES): S/N=C\c1cnoc1
LUMO (eV): 0.44


Of them, the most stable is (three) and the least stable is (two).


(one)
The following is a DFT calculation (ωB97M-V/def2-TZVPD) of 2 unconnected molecules or ions with the total composition CH7NO.

```
10
CH7NO ωB97M-V/def2-TZVPD
C 0.324 -0.531 -1.414
N -0.977 -0.306 -0.636
H 0.164 0.024 -2.347
H 0.481 -1.599 -1.560
H 1.142 -0.112 -0.856
H -1.261 -1.205 -0.269
H -0.806 0.271 0.177
O 0.149 0.780 2.298
H -0.282 1.632 2.413
H 1.065 1.046 2.194
```

Results
Orbital gap (eV): 9.78
Structure (SMILES): CN.O
LUMO (eV): 0.76


(two)
The following is a DFT calculation (ωB97M-V/def2-TZVPD) of 2 unconnected molecules or ions with the total composition CH7NO.

```
10
CH7NO ωB97M-V/def2-TZVPD
C 1.563 -0.117 -0.009
N 0.071 -0.038 -0.170
H 2.034 0.868 -0.542
H 1.900 0.174 1.061
H 1.941 -1.164 -0.248
H -0.622 -0.757 0.232
H -0.315 0.731 0.294
O -2.062 -0.106 0.106
H -2.770 -0.333 -0.513
H -1.739 0.742 -0.211
```

Results
Orbital gap (eV): 9.56
Structure (SMILES): CN.O
LUMO (eV): 0.93


Of them, the most stable is (one) and the least stable is (two).


(one)
The following is a DFT calculation (ωB97M-V/def2-TZVPD) of a molecular structure, C6H11N.

```
18
C6H11N ωB97M-V/def2-TZVPD
C 0.506 -1.488 1.475
C 0.193 -0.453 0.507
C -1.394 -0.157 0.132
C 0.286 0.986 -0.935
C 0.656 1.048 0.621
C 0.829 -0.346 -0.941
H 1.647 -1.492 1.629
H 0.205 -2.407 0.902
H -0.043 -1.536 2.476
H -1.994 0.306 0.973
H -2.014 -0.977 -0.139
H -1.288 0.093 -1.895
H 0.593 1.645 -1.670
H 1.777 1.107 0.666
H 0.220 1.737 1.431
H 0.597 -1.065 -1.766
H 1.959 -0.624 -0.835
N -1.159 0.812 -0.990
```

Results
Orbital gap (eV): 9.93
LUMO (eV): 0.93


(two)
The following is a DFT calculation (ωB97M-V/def2-TZVPD) of C6H11N in the gas phase.

```
18
C6H11N ωB97M-V/def2-TZVPD
C -2.773 0.113 -0.581
N -1.597 -0.230 -0.886
C -0.447 0.563 -0.745
C -0.401 1.830 -0.305
C 0.793 -0.249 -0.950
C 1.100 -1.295 0.168
C 1.540 -0.541 1.498
H -3.489 -0.595 -0.161
H -3.038 1.172 -0.574
H -1.303 2.397 -0.104
H 0.517 2.335 -0.048
H 1.759 0.266 -1.044
H 0.577 -0.800 -1.887
H 1.742 -2.156 -0.049
H 0.082 -1.684 0.418
H 2.636 -0.462 1.504
H 1.180 0.497 1.453
H 1.122 -1.161 2.294
```

Results
Orbital gap (eV): 9.20
Structure (SMILES): C=NC(=C)CCC
LUMO (eV): 0.33


(three)
The following is a DFT calculation (ωB97M-V/def2-TZVPD) of C6H11N in the gas phase.

```
18
C6H11N ωB97M-V/def2-TZVPD
H -1.217 1.577 -2.118
N -0.344 1.808 -1.642
C -0.384 0.916 -0.755
C -1.213 -0.200 -0.294
C -2.494 0.026 0.478
C 0.146 0.145 0.355
C 1.283 -0.819 0.126
C 2.641 -0.173 0.352
H -1.193 -1.090 -0.923
H -3.376 -0.221 -0.122
H -2.594 1.069 0.795
H -2.508 -0.602 1.377
H 0.069 0.583 1.349
H 1.134 -1.677 0.791
H 1.211 -1.201 -0.901
H 2.698 0.266 1.354
H 3.444 -0.907 0.253
H 2.808 0.626 -0.377
```

Results
Orbital gap (eV): 10.30
Structure (SMILES): [H]/N=C1\[C@H](C)[C@H]1CC
LUMO (eV): 1.07


Of them, the most stable is (three) and the least stable is (one).


(one)
The following is a DFT calculation (ωB97M-V/def2-TZVPD) of C6H11N in the gas phase.

```
18
C6H11N ωB97M-V/def2-TZVPD
C -0.569 -2.217 -0.672
C 0.459 -1.367 -0.648
C 0.790 -0.261 0.284
C 0.236 -0.104 1.498
N -1.023 -0.622 1.902
C 1.231 1.010 -0.469
C -0.044 1.682 -0.980
H -1.189 -2.424 0.189
H -0.999 -2.522 -1.620
H 0.792 -1.094 -1.651
H 0.672 0.608 2.204
H -1.303 -0.516 2.873
H -1.704 0.029 1.518
H 1.900 0.647 -1.248
H 1.770 1.656 0.225
H 0.219 2.167 -1.923
H -0.801 0.942 -1.229
H -0.439 2.384 -0.253
```

Results
Orbital gap (eV): 8.64
Structure (SMILES): C=C/C(=C\N)CC
LUMO (eV): 0.87


(two)
The following is a DFT calculation (ωB97M-V/def2-TZVPD) of C6H11N in the gas phase.

```
18
C6H11N ωB97M-V/def2-TZVPD
C -2.199 -0.328 2.456
C -1.038 -0.830 1.971
N -0.242 -0.333 0.986
C 0.621 -1.116 0.012
C 1.308 0.000 -0.726
C 0.810 0.462 -1.893
C 0.801 1.840 -2.488
H -2.852 0.233 1.792
H -2.554 -0.624 3.446
H -0.903 -1.926 1.993
H -0.242 0.640 0.727
H -0.001 -1.730 -0.636
H 1.335 -1.547 0.709
H 2.006 0.711 -0.312
H -0.017 -0.112 -2.308
H -0.179 2.256 -2.211
H 0.899 1.639 -3.561
H 1.586 2.550 -2.299
```

Results
Orbital gap (eV): 8.44
Structure (SMILES): C=CNC/C=C/C
LUMO (eV): 1.04


(three)
The following is a DFT calculation (ωB97M-V/def2-TZVPD) of 2 unconnected molecules or ions with the total composition C6H11N.

```
18
C6H11N ωB97M-V/def2-TZVPD
C -2.177 1.553 0.672
C -0.668 1.451 0.612
C 0.070 0.803 1.545
N 0.816 -0.034 1.977
H -2.571 1.911 -0.285
H -2.657 0.596 0.903
H -2.486 2.274 1.438
H -0.161 2.298 0.153
H 0.903 -0.720 0.968
C -0.108 -0.211 -0.928
C 0.642 -1.240 -0.370
C 2.021 -1.612 -0.896
H 0.374 0.495 -1.602
H -1.183 -0.300 -1.035
H 0.067 -2.090 0.006
H 2.738 -1.867 -0.109
H 1.925 -2.494 -1.542
H 2.456 -0.812 -1.505
```

Results
Orbital gap (eV): 9.80
Structure (SMILES): CC=C=N.C=CC
LUMO (eV): 0.95


Of them, the most stable is (one) and the least stable is (three).